Here is a 2-piece molecular cluster, C20H19Cl2F3N overall in a non-equilibrium geometry from the OMol25 dataset. Energies are from ωB97M-V/def2-TZVPD.

Last column: natural (NBO) charge in e.
CARTESIAN COORDINATES (ANGSTROEM)
Cl (-5.97541, 2.61403, -1.68003)  0.102
C (-4.45812, 1.83846, -1.62238)  0.036
C (-4.38779, 0.43927, -1.61917)  -0.244
C (-3.15751, -0.19918, -1.51122)  -0.107
C (-1.94785, 0.54376, -1.38993)  -0.189
C (-0.67987, -0.10128, -1.20846)  0.063
C (0.53070, 0.55565, -1.42280)  -0.315
C (1.75183, -0.10331, -1.42099)  0.072
C (3.02128, 0.54625, -1.55801)  -0.164
C (4.23329, -0.19728, -1.60540)  -0.098
C (5.47022, 0.43212, -1.65010)  -0.241
C (5.54863, 1.83341, -1.66476)  0.040
Cl (7.07086, 2.59629, -1.71838)  0.106
C (4.37284, 2.59512, -1.63109)  -0.239
C (3.13026, 1.96568, -1.57730)  -0.105
C (-2.04863, 1.96080, -1.45434)  -0.063
C (-3.28123, 2.59691, -1.56680)  -0.257
H (-5.29547, -0.14355, -1.68924)  0.251
H (-3.09855, -1.28833, -1.56262)  0.234
H (-0.67795, -1.18152, -1.02891)  0.229
H (0.50639, 1.62467, -1.65284)  0.218
H (1.74907, -1.19360, -1.36869)  0.223
H (4.17891, -1.28701, -1.57396)  0.232
H (6.37823, -0.15340, -1.67638)  0.251
H (4.44025, 3.67367, -1.64563)  0.248
H (2.23366, 2.57993, -1.51000)  0.219
H (-1.14482, 2.56996, -1.42469)  0.211
H (-3.33626, 3.67531, -1.59733)  0.248
C (-2.22742, -2.74840, 2.52081)  -0.411
C (-2.39634, -1.38185, 1.78351)  -0.200
N (-1.14629, -0.73700, 1.90171)  -0.636
C (-0.09457, -1.59391, 2.31969)  -0.120
C (0.80503, -0.81949, 3.25686)  0.978
F (1.97614, -1.47269, 3.47817)  -0.322
F (1.07624, 0.40527, 2.71869)  -0.339
F (0.19276, -0.60126, 4.45956)  -0.322
C (-0.75424, -2.83827, 2.94280)  -0.410
H (-2.90917, -2.82502, 3.37576)  0.230
H (-2.47650, -3.55538, 1.83234)  0.214
H (-2.66421, -1.50289, 0.71567)  0.151
H (-3.20510, -0.79177, 2.25233)  0.199
H (-0.91244, 0.14315, 1.46266)  0.396
H (0.50571, -1.89283, 1.45133)  0.169
H (-0.61387, -2.85227, 4.02843)  0.240
H (-0.28272, -3.72819, 2.53113)  0.223

Output
Maximum force = 1.324 eV/A
LUMO energy = -5.894 eV
Orbital gap = 5.411 eV
Highest occupied orbital energy = -11.306 eV
Charge = +1

Here is C20H19Cl2N3O2ReSb as an isolated structure in a non-equilibrium geometry from the OMol25 dataset. Energies are from ωB97M-V/def2-TZVPD.

Last column: natural (NBO) charge in e.
CARTESIAN COORDINATES (ANGSTROEM)
Re (-0.17114, -0.40639, -0.38622)  1.948
C (1.38096, -2.22459, -2.24512)  -0.690
C (2.37406, -1.43309, -1.45082)  0.254
C (3.73876, -1.62259, -1.61272)  -0.206
C (4.63106, -0.87679, -0.86432)  -0.041
C (4.13256, 0.05461, 0.04378)  -0.239
C (2.76486, 0.20041, 0.17038)  -0.070
N (1.89626, -0.52519, -0.55832)  -0.614
Sb (2.04166, 1.70921, 1.66778)  1.262
C (0.51746, 2.48651, 0.25218)  -0.069
C (0.34416, 3.85551, 0.19368)  -0.241
C (-0.38424, 4.38861, -0.86502)  -0.031
C (-0.83354, 3.53981, -1.86062)  -0.197
C (-0.62694, 2.16821, -1.75172)  0.271
C (-0.96494, 1.22991, -2.86562)  -0.690
N (-0.01314, 1.66831, -0.65872)  -0.521
C (0.59306, 0.25781, 2.50838)  -0.086
C (0.45296, 0.20041, 3.88148)  -0.228
C (-0.28624, -0.84099, 4.43588)  -0.039
C (-0.79394, -1.81759, 3.60018)  -0.199
C (-0.62264, -1.70699, 2.22358)  0.264
C (-1.12624, -2.75039, 1.28668)  -0.635
N (0.02306, -0.64349, 1.70718)  -0.523
H (1.89656, -2.83029, -2.99032)  0.314
H (0.83036, -2.92799, -1.61082)  0.249
H (0.67996, -1.58039, -2.79172)  0.233
H (4.09666, -2.35079, -2.32672)  0.274
H (5.69486, -1.01619, -0.98652)  0.277
H (4.81346, 0.64711, 0.63858)  0.268
H (0.77336, 4.49951, 0.94838)  0.270
H (-0.55094, 5.45491, -0.93132)  0.278
H (-1.33964, 3.93521, -2.72862)  0.277
H (-1.57304, 1.73331, -3.61502)  0.311
H (-0.03604, 0.92831, -3.36202)  0.258
H (-1.52304, 0.34111, -2.54252)  0.241
H (0.91886, 0.94731, 4.51088)  0.270
H (-0.42724, -0.90019, 5.50538)  0.279
H (-1.32534, -2.66719, 3.99988)  0.278
H (-1.04044, -3.73629, 1.73688)  0.306
H (-2.18064, -2.58969, 1.04928)  0.301
H (-0.54374, -2.76069, 0.34938)  0.175
Cl (-4.77274, -1.49219, -1.71982)  0.047
C (-4.65714, -0.44559, -0.31442)  -0.337
Cl (-5.03454, -1.27999, 1.19038)  0.041
C (-3.16094, 0.14851, -0.16182)  0.774
O (-3.03104, 1.28151, 0.20528)  -0.563
O (-2.25824, -0.67479, -0.47532)  -0.765
H (-5.31704, 0.42401, -0.42922)  0.268

Output
Maximum force = 6.138 eV/A
LUMO energy (alpha / beta) = -12.488 / -12.700 eV
Spin multiplicity = 4
Orbital gap (alpha / beta) = 5.336 / 5.114 eV
Highest occupied orbital energy (alpha / beta) = -17.825 / -17.813 eV
Charge = +3

Here is one molecule with the formula C20H19ClN2O6S from the OMol25 dataset. Energies are from ωB97M-V/def2-TZVPD.

Last column: natural (NBO) charge in e.
CARTESIAN COORDINATES (ANGSTROEM)
C (1.28389, 4.26804, 0.15675)  -0.624
C (1.08277, 2.96845, -0.60907)  0.112
O (2.26888, 2.68282, -1.30515)  -0.711
C (0.74470, 1.79398, 0.34264)  -0.195
N (0.74793, 0.55675, -0.41787)  -0.865
S (0.75253, -0.79586, 0.58172)  2.316
O (0.41884, -1.91970, -0.24651)  -0.951
O (-0.04922, -0.56287, 1.74962)  -0.941
C (2.47158, -0.84230, 1.04072)  -0.370
C (3.40409, -1.21782, 0.09231)  -0.163
C (4.74679, -1.21836, 0.42374)  -0.217
C (5.12991, -0.83768, 1.70503)  -0.018
Cl (6.79838, -0.83606, 2.12049)  0.037
C (4.18898, -0.46186, 2.65575)  -0.245
C (2.84721, -0.46508, 2.31590)  -0.119
C (-0.58818, 2.02907, 1.05082)  0.807
O (-0.70988, 2.52766, 2.13447)  -0.576
O (-1.59244, 1.64959, 0.26518)  -0.528
C (-2.91899, 1.78962, 0.78226)  -0.168
C (-3.90540, 1.15739, -0.21225)  0.546
O (-4.89198, 1.77026, -0.56178)  -0.540
C (-3.53224, -0.15446, -0.68240)  -0.285
C (-2.55515, -0.98189, -0.16006)  0.054
N (-2.44659, -2.10012, -0.90312)  -0.504
C (-3.33876, -2.04898, -1.94459)  0.113
C (-3.58490, -2.95467, -2.96722)  -0.239
C (-4.57201, -2.63263, -3.87586)  -0.211
C (-5.29492, -1.44186, -3.77280)  -0.231
C (-5.05261, -0.53668, -2.76155)  -0.197
C (-4.06344, -0.84106, -1.83130)  -0.001
H (0.40188, 4.51060, 0.74051)  0.225
H (2.13676, 4.16850, 0.82218)  0.217
H (1.48607, 5.07026, -0.54683)  0.227
H (0.24564, 3.07427, -1.32042)  0.163
H (2.20427, 1.78766, -1.65992)  0.479
H (1.53169, 1.71280, 1.09834)  0.235
H (-0.02913, 0.51217, -1.06649)  0.423
H (3.06516, -1.51408, -0.88709)  0.243
H (5.49368, -1.50872, -0.29777)  0.237
H (4.50582, -0.17165, 3.64477)  0.239
H (2.08378, -0.18633, 3.02545)  0.246
H (-2.98268, 1.29528, 1.75784)  0.215
H (-3.15577, 2.85071, 0.91103)  0.218
H (-1.95448, -0.85548, 0.71864)  0.238
H (-1.73464, -2.79888, -0.75450)  0.435
H (-3.02396, -3.87388, -3.04503)  0.214
H (-4.79267, -3.31416, -4.68390)  0.213
H (-6.06085, -1.23204, -4.50450)  0.213
H (-5.60952, 0.38245, -2.67555)  0.234

Output
Maximum force = 0.789 eV/A
LUMO energy = -0.103 eV
Orbital gap = 8.162 eV
Structure (SMILES) = C[C@@H](O)[C@H](NS(=O)(=O)c1ccc(Cl)cc1)C(=O)OCC(=O)c1c[nH]c2ccccc12
Highest occupied orbital energy = -8.265 eV

Here is C20H19CrNO2 as an isolated structure in a non-equilibrium geometry from the OMol25 dataset. Energies are from ωB97M-V/def2-TZVPD.

Last column: natural (NBO) charge in e.
CARTESIAN COORDINATES (ANGSTROEM)
Cr (0.24445, 0.31766, -1.46909)  1.101
C (1.06826, -2.04860, 0.54644)  -0.244
C (1.21498, -1.80336, 1.91510)  -0.210
C (2.44958, -1.36439, 2.43522)  -0.199
C (3.55620, -1.28652, 1.59589)  -0.220
C (3.39514, -1.50538, 0.23890)  -0.203
C (2.20002, -1.89275, -0.29558)  -0.237
H (0.12853, -2.47950, 0.12681)  0.232
H (0.34198, -1.80920, 2.53039)  0.222
H (2.54385, -1.17819, 3.48377)  0.211
H (4.49948, -1.02445, 2.05436)  0.214
H (4.23681, -1.34696, -0.43049)  0.219
H (2.09796, -1.95435, -1.35455)  0.217
N (0.42412, 1.96562, -0.02282)  -0.870
C (-0.04043, 1.58948, 1.23078)  0.113
C (0.86250, 1.62021, 2.26658)  -0.228
C (0.52142, 1.19576, 3.54734)  -0.198
C (-0.82953, 0.74315, 3.76228)  -0.236
C (-1.67402, 0.63043, 2.72396)  -0.187
C (-1.33552, 1.05782, 1.37621)  -0.021
C (-2.24966, 0.90461, 0.23437)  -0.142
C (-3.57388, 1.25467, 0.47952)  -0.191
C (-4.57599, 1.08846, -0.52258)  -0.225
C (-4.15105, 0.75578, -1.79553)  -0.209
C (-2.89063, 0.30467, -2.01596)  -0.247
C (-1.88490, 0.43314, -1.03827)  -0.406
H (1.44281, 2.23730, -0.02870)  0.402
H (-0.05705, 2.79081, -0.46096)  0.409
H (1.89537, 1.90049, 2.09605)  0.208
H (1.37083, 1.18235, 4.23339)  0.219
H (-1.11956, 0.56528, 4.77418)  0.219
H (-2.67540, 0.18904, 2.80530)  0.224
H (-3.83216, 1.66152, 1.50243)  0.204
H (-5.51490, 1.32007, -0.27805)  0.200
H (-4.92192, 0.66547, -2.59363)  0.203
H (-2.68579, -0.06184, -3.05305)  0.200
C (1.19861, -1.41885, -5.06527)  -0.263
O (1.94366, -0.55951, -4.27184)  -0.503
C (1.35144, -0.15622, -3.17901)  0.359
O (2.10531, 0.53349, -2.41613)  -0.709
H (1.75321, -1.76376, -5.96867)  0.205
H (0.21713, -0.93700, -5.20848)  0.192
H (0.94871, -2.31647, -4.49061)  0.179

Output
ΔE to the lowest compared entry with this formula, charge and spin = 57.67 kJ/mol
Maximum force = 5.032 eV/A
LUMO energy (alpha / beta) = 0.521 / 0.434 eV
Spin multiplicity = 5
Orbital gap (alpha / beta) = 8.426 / 8.631 eV
Highest occupied orbital energy (alpha / beta) = -7.906 / -8.198 eV

Here is C20H19F10N6OPbS as an isolated structure from the OMol25 dataset. Energies are from ωB97M-V/def2-TZVPD.

Last column: natural (NBO) charge in e.
CARTESIAN COORDINATES (ANGSTROEM)
Pb (-0.69071, -0.86581, 0.26780)  1.407
C (-2.83101, 0.38117, 2.60715)  -0.423
N (-1.84123, 0.91005, 1.64655)  -0.529
C (-0.77319, 1.62421, 2.39526)  -0.241
C (0.23310, 0.62723, 2.94610)  -0.224
N (0.75434, -0.21804, 1.88659)  -0.928
C (2.09455, -0.17444, 1.55731)  0.046
C (2.91882, 0.95142, 1.58757)  0.291
F (2.39778, 2.14285, 1.93706)  -0.310
C (4.24807, 0.91979, 1.20938)  0.297
F (4.97277, 2.03411, 1.25458)  -0.277
C (4.81618, -0.24993, 0.74108)  0.262
F (6.08747, -0.27926, 0.35086)  -0.276
C (4.02800, -1.38394, 0.66300)  0.268
F (4.53863, -2.52599, 0.19854)  -0.286
C (2.71131, -1.33124, 1.07103)  0.310
F (1.97447, -2.47203, 0.98533)  -0.331
C (-2.56531, 1.80694, 0.72142)  -0.230
C (-1.71735, 2.44047, -0.36176)  -0.272
N (-1.04589, 1.41200, -1.15980)  -0.464
C (-0.48822, 1.68302, -2.26460)  0.242
C (-0.33500, 2.99280, -2.88429)  0.281
F (-0.66320, 4.08950, -2.19539)  -0.294
C (0.11132, 3.12164, -4.13584)  0.346
F (0.23258, 4.30650, -4.69812)  -0.255
C (0.49445, 1.97442, -4.96160)  0.289
F (0.89747, 2.23590, -6.19269)  -0.260
C (0.43904, 0.75102, -4.46233)  0.307
F (0.78977, -0.32044, -5.16958)  -0.278
C (0.09512, 0.48108, -3.03035)  0.199
F (-0.82851, -0.54832, -3.00396)  -0.318
H (-3.33391, 1.21011, 3.11515)  0.202
H (-3.56848, -0.22958, 2.09477)  0.233
H (-2.33136, -0.22519, 3.35868)  0.198
H (-0.25735, 2.30861, 1.72428)  0.219
H (-1.23071, 2.20994, 3.20096)  0.205
H (1.01350, 1.17236, 3.47642)  0.230
H (-0.26233, 0.00529, 3.70314)  0.171
H (-3.36803, 1.22164, 0.26565)  0.218
H (-3.03473, 2.61657, 1.29361)  0.209
H (-2.39077, 3.03408, -0.98143)  0.232
H (-0.98556, 3.13209, 0.05599)  0.228
N (-1.15201, -2.59468, 2.24630)  -0.671
N (-1.75289, -3.74044, 1.70905)  -0.447
C (-2.78234, -3.65459, 0.83393)  0.308
N (-3.31827, -4.82637, 0.47702)  -0.762
S (-3.38366, -2.20537, 0.21989)  -0.254
H (-0.15699, -2.75995, 2.37232)  0.409
H (-1.57531, -2.35901, 3.13983)  0.382
H (-1.54247, -4.62912, 2.14107)  0.393
H (-2.95646, -5.71335, 0.78577)  0.404
H (-4.06045, -4.81959, -0.20174)  0.434
C (1.88938, -1.37836, -2.58425)  -0.739
C (1.40773, 0.01633, -2.31579)  0.572
O (1.98352, 0.82182, -1.63192)  -0.496
H (2.53513, -1.34378, -3.46632)  0.274
H (1.07270, -2.06560, -2.79518)  0.248
H (2.48655, -1.72055, -1.74355)  0.253

Output
ΔE to the lowest compared entry with this formula, charge and spin = 185.68 kJ/mol
Maximum force = 0.339 eV/A
LUMO energy = -3.751 eV
Orbital gap = 6.549 eV
Highest occupied orbital energy = -10.300 eV
Charge = +1